# 1
{"formula": "C24H15BrN2O6ReS", "method": "ωB97M-V/def2-TZVPD", "s_squared": 3.776, "spin_multiplicity": 4, "de_lowest_ev": 0.3490, "homo_ev": [-7.92, -7.92], "energy_ha": -4535.08139, "species": ["Re", "Br", "S", "O", "O", "O", "O", "O", "O", "N", "N", "C", "C", "C", "C", "C", "C", "C", "C", "C", "C", "C", "C", "C", "C", "C", "C", "C", "C", "C", "C", "C", "C", "C", "C", "H", "H", "H", "H", "H", "H", "H", "H", "H", "H", "H", "H", "H", "H", "H"], "xyz": [[-0.69100, 0.10482, -0.20745], [-0.67248, -0.00245, -3.57207], [0.76609, 0.29030, 1.54908], [-4.65308, 5.65774, 1.43449], [-4.42373, -0.82957, 0.94194], [0.38199, 1.52856, -1.11562], [-2.28495, -0.92183, 0.30012], [2.05339, 2.72756, -1.92979], [-6.10467, 3.94924, 1.81781], [0.30973, -1.79580, -0.50591], [-2.00850, 1.64584, 0.24701], [2.00287, -3.93239, -1.07217], [1.59355, -1.82657, 0.00840], [-3.41304, -0.26692, 0.64978], [-5.05514, 4.48593, 1.43694], [-4.21828, 2.08621, 1.04400], [2.49408, -2.85674, -0.30194], [0.70312, -3.94006, -1.46733], [1.47054, 1.67905, -1.84472], [3.90976, -0.82219, -3.25592], [-2.70727, 3.88620, 0.59250], [3.35584, 0.22229, -2.53480], [3.28033, -0.76692, 1.35858], [1.98435, -0.80674, 0.90316], [-0.14582, -2.84474, -1.18639], [3.81731, -2.79795, 0.18438], [-3.23135, 1.21917, 0.66459], [-1.75410, 2.96992, 0.21115], [1.19251, -0.35226, -3.36352], [1.73262, -1.38799, -4.10767], [-1.56997, -2.94020, -1.63750], [3.09795, -1.62482, -4.04446], [-3.95991, 3.45910, 1.01460], [4.20484, -1.75718, 0.98150], [1.98690, 0.46676, -2.57108], [3.52588, -2.42887, -4.62923], [3.98012, 0.88764, -1.95261], [1.09586, -1.98650, -4.74485], [-1.64583, -3.63560, -2.47025], [3.58046, 0.02078, 2.03730], [-2.17505, -3.31611, -0.80944], [-2.51345, 4.95029, 0.57285], [4.97684, -0.99638, -3.21971], [-5.19102, 1.73505, 1.36091], [-1.99662, -1.99141, -1.93508], [4.50782, -3.58923, -0.07800], [0.29369, -4.76983, -2.02514], [2.66471, -4.75352, -1.32050], [-0.76984, 3.24971, -0.13609], [5.21773, -1.70312, 1.35674]], "forces_ev_per_a": [[-0.276, 0.135, -0.207], [-0.061, -0.065, 0.103], [-0.022, -0.008, 0.191], [-0.094, 0.012, -0.299], [-0.031, 0.004, -0.112], [0.043, -0.363, -0.119], [0.114, 0.053, -0.139], [0.034, 0.033, -0.025], [-0.086, 0.019, -0.297], [0.113, 0.056, -0.057], [-0.001, -0.011, 0.033], [0.036, -0.020, -0.032], [-0.025, 0.010, -0.043], [0.021, -0.059, 0.364], [0.267, -0.060, 0.819], [0.008, 0.013, 0.005], [0.003, 0.033, -0.045], [-0.021, 0.023, -0.016], [0.098, 0.064, 0.225], [-0.009, -0.015, 0.056], [0.007, 0.019, 0.021], [0.065, -0.028, -0.019], [-0.027, 0.001, -0.011], [0.054, 0.055, 0.047], [0.005, -0.017, -0.009], [0.034, 0.025, 0.014], [-0.066, 0.030, -0.084], [0.059, 0.006, 0.007], [0.037, 0.043, -0.024], [-0.006, -0.048, 0.018], [0.036, -0.013, 0.046], [-0.019, -0.045, 0.020], [-0.110, 0.015, -0.269], [0.003, -0.025, -0.003], [-0.136, 0.026, -0.120], [-0.006, 0.006, 0.003], [-0.024, 0.002, 0.008], [-0.003, -0.002, 0.009], [0.007, -0.005, -0.008], [-0.003, 0.005, -0.002], [0.003, 0.013, -0.020], [0.003, 0.001, -0.007], [-0.001, 0.000, 0.003], [-0.001, -0.003, 0.006], [-0.006, 0.077, -0.017], [-0.002, 0.005, 0.001], [0.001, 0.001, -0.006], [-0.006, 0.005, -0.003], [-0.012, -0.003, 0.002], [0.000, 0.001, -0.007]], "nbo_charge": [1.60, 0.10, 0.08, -0.71, -0.51, -0.77, -0.75, -0.55, -0.71, -0.52, -0.54, -0.09, 0.13, 0.75, 0.72, -0.17, -0.02, -0.26, 0.78, -0.21, -0.21, -0.17, -0.19, -0.18, 0.33, -0.19, 0.06, 0.07, -0.09, -0.24, -0.66, -0.19, 0.02, -0.19, -0.13, 0.22, 0.24, 0.23, 0.23, 0.24, 0.27, 0.27, 0.23, 0.29, 0.24, 0.22, 0.24, 0.23, 0.24, 0.23]}



# 2
{"formula": "C4H6O2", "method": "ωB97M-V/def2-TZVPD", "spin_multiplicity": 1, "de_lowest_ev": 1.5291, "homo_ev": -10.57, "energy_ha": -306.45010, "smiles": "O=COC1CC1", "species": ["O", "O", "C", "C", "C", "C", "H", "H", "H", "H", "H", "H"], "xyz": [[-1.79382, -1.82611, 0.85649], [0.34635, -1.03513, 0.68989], [1.06755, 1.13691, -0.15490], [-0.66042, -1.91145, 0.47543], [0.03962, 0.33683, 0.57210], [-0.24802, 0.81438, -0.81578], [1.24801, 2.15423, 0.17417], [-0.98753, 1.59606, -0.94963], [1.94910, 0.61269, -0.51323], [-0.24770, -2.71966, -0.14037], [-0.48970, 0.77176, 1.41320], [-0.22345, 0.06951, -1.60737]], "forces_ev_per_a": [[0.689, 0.225, -0.314], [0.052, -0.057, -0.221], [0.155, 0.115, 0.069], [-0.302, -0.054, 0.091], [-0.133, 0.279, 0.062], [-0.155, 0.052, -0.156], [-0.041, -0.127, -0.001], [0.120, -0.076, 0.033], [-0.200, 0.026, 0.104], [-0.198, -0.392, 0.251], [0.053, -0.110, -0.096], [-0.040, 0.119, 0.178]], "nbo_charge": [-0.55, -0.52, -0.43, 0.66, 0.07, -0.44, 0.22, 0.22, 0.23, 0.11, 0.21, 0.22]}



# 3
{"formula": "C35H46Cl2CrN8O8P", "method": "ωB97M-V/def2-TZVPD", "s_squared": 3.775, "spin_multiplicity": 4, "de_lowest_ev": 1.4637, "homo_ev": [-7.80, -7.81], "energy_ha": -4707.71347, "species": ["Cr", "Cl", "Cl", "P", "O", "O", "O", "O", "O", "O", "O", "O", "N", "N", "N", "N", "N", "N", "N", "N", "C", "C", "C", "C", "C", "C", "C", "C", "C", "C", "C", "C", "C", "C", "C", "C", "C", "C", "C", "C", "C", "C", "C", "C", "C", "C", "C", "C", "C", "C", "C", "C", "C", "C", "C", "H", "H", "H", "H", "H", "H", "H", "H", "H", "H", "H", "H", "H", "H", "H", "H", "H", "H", "H", "H", "H", "H", "H", "H", "H", "H", "H", "H", "H", "H", "H", "H", "H", "H", "H", "H", "H", "H", "H", "H", "H", "H", "H", "H", "H", "H"], "xyz": [[-0.11628, -0.24354, 0.96154], [6.52672, -3.83024, 0.11040], [5.05934, 1.09337, 1.72483], [-1.33763, 0.93165, -1.78071], [0.55151, 0.95137, 2.39006], [0.15806, 1.76387, 4.44372], [-1.99693, 1.90482, 5.99462], [4.61607, -3.20144, 4.53104], [2.42119, 0.28847, 0.71470], [0.73705, -1.38866, -0.47565], [5.05575, -0.26998, 6.56456], [-4.09208, 1.15840, 5.83066], [4.16285, -0.97391, 4.55328], [-2.28744, 2.28773, -2.03899], [-2.19691, -0.25868, -2.57060], [-1.07916, 0.65504, -0.27569], [-3.58810, -0.10081, 3.41538], [-1.78200, -0.21312, 2.21656], [0.69444, -1.80915, 2.29436], [0.02733, 1.18005, -2.67559], [-1.76559, -1.64008, -2.34026], [2.07613, -3.83542, 3.57730], [2.42248, 0.84099, -2.87610], [3.28658, -0.58543, 0.53184], [-2.63122, 0.59777, 4.10934], [5.37034, -0.58578, 5.21750], [2.47713, 1.40256, -4.30691], [-3.16316, -0.80403, -4.77261], [0.23777, -3.06242, 2.27923], [-1.51207, 0.52251, 3.33821], [0.88929, -4.10309, 2.91449], [-3.34206, -0.05795, -3.45175], [-3.77545, -1.33294, 1.22528], [4.02875, -2.85861, -0.22453], [-3.55457, 2.29748, -1.28450], [1.10603, 1.94097, -4.74310], [-3.22524, 4.65667, -0.48590], [-0.16872, 1.14383, 3.43102], [4.66548, -0.41428, 0.97304], [3.87189, -2.27240, 4.28624], [3.02236, -1.86268, -0.09317], [-2.73290, -2.27142, -4.55951], [1.72892, -2.14620, -0.54880], [2.54934, -2.53171, 3.61278], [-3.45881, 3.19810, -0.06054], [1.82079, -1.54837, 2.96350], [-0.03699, 1.13768, -4.13719], [-2.66596, -2.61943, -3.07587], [-3.04788, -0.57050, 2.27163], [-2.50797, 4.71974, -1.84219], [1.32092, 1.52422, -2.08069], [5.27791, -2.62916, 0.23888], [-1.53913, 3.55859, -1.99189], [-2.96834, 1.25413, 5.39630], [5.60073, -1.38739, 0.84836], [1.33441, 1.19547, -1.04819], [-4.79425, -0.96188, 1.11351], [-3.23118, 4.67740, -2.66122], [-2.62808, 5.16717, 0.27229], [3.45609, -0.26581, 4.44161], [1.47851, 2.61201, -2.08065], [5.79366, 0.28158, 4.70642], [-0.95674, 3.65472, -2.91005], [1.01344, 1.93144, -5.83043], [3.38154, 0.95938, -2.36862], [-2.62739, 2.83273, 0.54745], [-3.82472, -2.39651, 1.46604], [-2.41315, -0.27898, -5.36709], [2.65594, -4.61223, 4.05851], [-2.27533, -3.62905, -2.93520], [6.05539, -1.43037, 5.15485], [2.20107, -0.22997, -2.89244], [1.57596, -3.12882, -1.02108], [-0.73058, -1.76725, -2.68196], [-0.99639, 1.54387, -4.47302], [2.81884, 0.63168, -5.00114], [-0.82876, 3.57181, -1.15235], [-0.67580, -3.23131, 1.71879], [3.20723, 2.21276, -4.36014], [-4.36555, 3.11075, 0.54259], [6.60498, -1.22257, 1.21586], [-4.10099, -0.74962, -5.33020], [-1.75188, -1.85775, -1.26709], [3.78050, -3.80404, -0.69345], [0.99964, 2.98313, -4.43040], [-1.13629, 1.87410, 5.47271], [-3.24767, -1.20036, 0.28053], [0.48002, -5.10271, 2.87400], [2.13970, -0.51571, 2.91820], [0.01116, 0.09796, -4.49287], [-3.66822, -2.60801, -2.63729], [-4.37202, 2.62323, -1.93862], [-1.96717, 5.66064, -1.94934], [-3.78109, 1.27372, -0.97892], [-1.74276, -2.43236, -4.99432], [-3.44008, 1.00748, -3.64418], [-4.17476, 5.19260, -0.54943], [-3.41102, -2.95339, -5.07472], [-4.27093, -0.37872, -2.96230], [-4.53951, -0.19088, 3.73940], [5.77369, 0.25153, 6.93607]], "forces_ev_per_a": [[0.490, 0.455, 0.433], [0.017, -0.030, -0.012], [0.016, 0.011, 0.030], [0.086, 0.015, 0.141], [-0.272, 0.104, 0.158], [-0.039, 0.006, 0.018], [0.111, 0.020, -0.020], [0.008, 0.001, 0.012], [-0.056, 0.064, -0.028], [-0.256, -0.560, -0.198], [-0.013, -0.006, -0.001], [0.018, 0.015, -0.003], [0.020, 0.006, 0.016], [-0.027, -0.017, -0.032], [-0.078, 0.047, 0.124], [-0.122, -0.035, -0.292], [-0.024, 0.019, 0.024], [0.028, -0.112, -0.010], [0.048, 0.029, -0.014], [0.058, 0.011, 0.029], [0.004, -0.019, 0.017], [0.002, 0.015, -0.015], [-0.022, 0.036, 0.015], [0.138, -0.130, -0.145], [0.011, 0.031, -0.048], [-0.010, -0.027, -0.012], [0.003, 0.005, 0.008], [-0.012, 0.020, -0.007], [-0.011, -0.021, -0.016], [-0.030, 0.003, 0.004], [0.004, -0.009, 0.005], [0.051, -0.011, -0.075], [0.000, 0.002, -0.008], [-0.039, -0.017, -0.038], [-0.011, 0.012, 0.022], [0.001, -0.003, -0.001], [0.000, 0.000, -0.008], [0.030, -0.034, 0.014], [-0.120, 0.029, 0.034], [-0.035, -0.004, 0.014], [0.067, 0.032, 0.154], [0.001, -0.013, -0.004], [0.023, 0.070, -0.062], [-0.016, -0.025, -0.018], [-0.007, -0.001, 0.004], [0.037, -0.029, 0.047], [-0.027, -0.005, -0.039], [-0.004, 0.007, -0.010], [-0.027, 0.011, -0.048], [-0.004, -0.014, 0.016], [-0.016, -0.017, -0.072], [0.045, 0.038, 0.036], [0.014, 0.038, 0.004], [-0.033, -0.065, -0.020], [-0.002, -0.019, -0.017], [-0.020, 0.005, 0.028], [0.005, -0.007, 0.009], [-0.003, 0.000, 0.004], [-0.001, 0.002, -0.003], [-0.011, 0.011, -0.033], [-0.002, -0.006, -0.004], [-0.009, 0.026, -0.008], [-0.011, 0.008, 0.013], [0.008, 0.007, -0.004], [-0.007, 0.016, -0.003], [-0.001, 0.001, -0.008], [0.010, 0.008, -0.003], [-0.013, -0.010, -0.005], [-0.011, 0.006, 0.001], [0.001, -0.002, -0.004], [0.025, -0.003, -0.004], [0.014, -0.014, -0.005], [0.022, -0.009, -0.082], [-0.004, -0.008, -0.017], [0.023, 0.000, 0.004], [-0.020, -0.012, 0.006], [-0.007, 0.008, -0.008], [0.004, -0.001, 0.008], [0.013, -0.009, -0.012], [0.004, 0.003, -0.006], [-0.002, -0.002, -0.005], [0.007, -0.003, 0.004], [0.003, 0.006, -0.014], [0.003, 0.010, 0.008], [-0.005, -0.009, 0.003], [-0.056, 0.017, 0.006], [-0.009, 0.010, 0.010], [0.007, 0.005, -0.005], [-0.002, 0.006, 0.010], [-0.004, 0.014, -0.003], [0.003, 0.003, -0.004], [0.009, 0.009, -0.001], [0.003, 0.009, 0.001], [0.006, 0.006, -0.015], [-0.005, -0.002, 0.006], [-0.007, 0.008, 0.018], [0.003, -0.005, -0.002], [0.003, 0.005, -0.001], [0.012, -0.020, 0.007], [-0.001, -0.010, 0.003], [0.006, -0.006, -0.002]], "lowdin_spin": [2.80, 0.00, 0.00, 0.03, 0.00, 0.01, 0.00, 0.00, 0.03, 0.02, 0.00, 0.00, 0.00, 0.00, 0.00, 0.04, 0.00, 0.00, 0.00, 0.01, 0.00, 0.00, 0.00, 0.01, 0.00, 0.00, 0.00, 0.00, 0.00, 0.00, 0.00, 0.00, 0.00, 0.00, 0.00, 0.00, 0.00, 0.00, 0.00, 0.00, 0.00, 0.00, 0.01, 0.00, 0.00, 0.00, 0.00, 0.00, 0.01, 0.00, 0.00, 0.00, 0.00, 0.00, 0.00, 0.00, 0.00, 0.00, 0.00, 0.00, 0.00, 0.00, 0.00, 0.00, 0.00, 0.00, 0.00, 0.00, 0.00, 0.00, 0.00, 0.00, 0.00, 0.00, 0.00, 0.00, 0.00, 0.00, 0.00, 0.00, 0.00, 0.00, 0.00, 0.00, 0.00, 0.00, 0.00, 0.00, 0.00, 0.00, 0.00, 0.00, 0.00, 0.00, 0.00, 0.00, 0.00, 0.00, 0.00, 0.00, 0.00]}